Record 1
{"formula": "C5H5NO", "method": "the ωB97M-V functional and the def2-TZVPD basis", "homo_ev": -9.4, "gap_ev": 10.10, "total_charge": 0, "multiplicity": 1, "smiles": "Oc1ccncc1", "elements": ["C", "H", "C", "C", "N", "H", "C", "H", "H", "O", "H", "C"], "positions_angstrom": [[1.212023, -1.129196, 0.010227], [-0.904807, 2.073475, -0.264047], [-0.167281, -1.277513, -0.163991], [1.053041, 1.195311, -0.171421], [1.846414, 0.052541, 0.186913], [1.911545, -1.955665, 0.130734], [-0.861159, -0.069251, -0.033872], [-0.715919, -2.244647, -0.311443], [1.631222, 2.022592, -0.288592], [-2.232563, -0.084017, -0.014237], [-2.503548, 0.190608, 0.854585], [-0.268963, 1.225764, 0.065145]], "forces_ev_per_angstrom": [[1.3757, 1.1091, 1.0231], [0.4756, -0.4705, 0.8400], [-0.7940, 0.7817, 0.0776], [1.8966, -3.6327, 3.4263], [-2.2320, 0.7119, -2.7639], [-0.4888, -0.2315, -0.0705], [-0.5057, -0.2817, 0.4998], [0.7529, 1.1642, 0.2189], [1.4695, 2.4371, -0.5172], [-0.1875, -0.6912, -0.5728], [-0.3907, 0.3250, 0.4998], [-1.3716, -1.2213, -2.6611]]}



Record 2
{"formula": "C34H34I2N8O3STi", "method": "the ωB97M-V functional and the def2-TZVPD basis", "homo_ev": [-10.2, -10.3], "gap_ev": [6.71, 6.76], "total_charge": 1, "multiplicity": 2, "elements": ["H", "H", "N", "C", "H", "C", "H", "O", "C", "C", "H", "C", "N", "H", "H", "I", "C", "H", "C", "C", "N", "H", "H", "C", "H", "N", "H", "C", "H", "N", "C", "H", "H", "C", "H", "C", "N", "H", "H", "H", "C", "H", "C", "S", "H", "C", "N", "C", "C", "H", "C", "C", "H", "C", "H", "C", "C", "C", "H", "O", "H", "C", "H", "C", "C", "C", "N", "Ti", "C", "C", "C", "H", "H", "O", "H", "H", "C", "H", "C", "C", "H", "H", "I"], "positions_angstrom": [[-4.062956, -1.233006, 4.142905], [-4.164734, 4.885251, 1.051162], [-2.153012, 0.737904, -0.987515], [-2.410631, 3.694361, 0.775565], [1.967982, 1.506341, 1.051300], [-2.719105, 5.898080, -0.157288], [1.363404, -3.459229, -0.253668], [0.394647, -0.228733, 1.919031], [1.976662, 0.759853, -0.940726], [-3.327120, -2.933727, 1.318944], [2.002891, -0.394786, -3.959274], [0.374038, -3.223223, 1.622203], [2.601173, 0.551745, -2.116340], [4.581571, 0.741717, -8.118687], [4.067807, 2.034147, -2.153860], [1.180799, 4.613092, -1.477636], [-0.384233, -2.287790, 5.279604], [-3.338421, 1.159659, 3.719692], [-0.225795, -3.064011, 3.996628], [-3.626618, -1.474896, 3.182438], [-2.267466, -0.794870, 1.346993], [-2.139981, -2.087320, -0.258331], [-0.236215, -7.148505, 3.644266], [-0.421196, -5.176385, 2.825516], [-0.918512, -4.869832, 4.888531], [4.988688, -0.301568, -5.492998], [3.356962, 2.883937, -8.428533], [4.372868, 0.842038, -5.970103], [1.669413, -1.891177, 0.506638], [0.741283, 0.281045, -0.996303], [-2.542435, -1.956076, 0.738827], [2.481031, 4.126856, -6.504614], [0.562632, -1.865317, 5.621092], [0.060453, -4.573712, 1.671193], [-3.668867, 2.959599, 2.334518], [-0.776455, -6.633173, 2.849264], [-1.960656, 1.715196, 2.192777], [-1.092931, 6.659388, -1.337516], [2.781730, 3.311766, -4.193264], [0.130625, -2.212700, -0.262550], [3.185163, 2.763978, -5.035045], [-4.503517, -3.428988, 3.048914], [3.518931, 2.487220, -7.435795], [-2.908160, 0.135812, -2.108265], [-1.098185, -1.468179, 5.175717], [0.214938, -2.457309, 2.795038], [4.908702, -0.310530, -4.225442], [-3.004702, 2.551629, 1.565740], [-0.687604, 4.706407, -0.559650], [2.990334, 2.411962, -0.047043], [0.584319, -0.260890, -2.259028], [0.920084, -2.662691, 0.341689], [-0.543412, -7.117938, 1.903628], [3.967554, 0.983507, -2.428212], [-1.298976, 2.339887, 2.642876], [-0.558108, -4.403244, 3.978860], [3.886404, 1.565560, -4.885777], [-3.183005, 4.834783, 0.596294], [4.685692, 0.388210, -1.866198], [-0.348503, 2.546559, 0.354896], [-1.842003, -6.763078, 3.047583], [-2.469128, 0.766546, 3.183363], [-3.512484, -3.855205, 0.785981], [0.498007, -1.039316, 2.843595], [4.197569, 1.302205, -7.277909], [3.017658, 3.204080, -6.328417], [4.257034, 0.812502, -3.807574], [-0.813069, 0.742908, 0.464078], [-2.812776, -0.554027, 2.543476], [-1.463823, 5.836768, -0.742709], [2.651252, 1.409219, 0.214576], [3.515962, 0.823030, 0.534679], [-0.330888, -0.738195, -2.565190], [-2.653505, -1.274765, -2.420375], [-0.750499, -2.941706, 6.067907], [-1.686868, 0.602900, 3.930058], [-3.874514, -2.691297, 2.568433], [0.822137, -0.639859, 3.813345], [-1.132864, 3.621258, 0.200292], [1.731639, -0.106828, -2.959750], [0.207034, -5.175066, 0.781565], [-3.600721, 1.908725, 0.913226], [-3.902425, 7.591484, -0.413298]], "forces_ev_per_angstrom": [[-0.0005, -0.0014, 0.0001], [0.0007, 0.0000, 0.0007], [-0.0482, -0.0104, -0.0984], [0.0063, 0.0046, -0.0099], [-0.0037, 0.0016, -0.0031], [0.0051, -0.0038, 0.0018], [-0.0031, 0.0001, 0.0005], [-0.0042, -0.0432, -0.0062], [0.0019, 0.0002, -0.0138], [0.0019, -0.0025, -0.0029], [-0.0030, 0.0004, -0.0015], [0.0012, -0.0108, 0.0010], [0.0077, -0.0203, 0.0009], [0.0004, 0.0012, -0.0006], [0.0068, 0.0013, 0.0014], [0.0141, -0.0058, -0.0043], [-0.0082, 0.0020, 0.0041], [-0.0059, -0.0037, -0.0044], [0.0036, -0.0003, -0.0029], [-0.0082, -0.0124, -0.0065], [0.0247, -0.0238, 0.0273], [-0.0024, 0.0049, 0.0075], [0.0008, 0.0007, -0.0002], [-0.0006, -0.0029, -0.0005], [-0.0007, -0.0001, -0.0008], [0.0152, 0.0071, -0.0003], [0.0011, -0.0006, -0.0009], [-0.0037, -0.0070, 0.0024], [0.0015, -0.0025, 0.0086], [0.0556, -0.0356, -0.0607], [0.0098, -0.0048, -0.0246], [-0.0003, 0.0003, 0.0001], [0.0006, 0.0001, 0.0000], [0.0041, 0.0092, 0.0004], [-0.0017, 0.0016, 0.0000], [-0.0003, -0.0012, -0.0023], [-0.0334, -0.0312, 0.0541], [0.0009, -0.0001, 0.0000], [0.0027, 0.0012, 0.0006], [0.0057, 0.0061, -0.0048], [-0.0060, 0.0034, 0.0055], [0.0005, 0.0002, 0.0005], [-0.0009, -0.0003, 0.0005], [-0.0202, 0.0287, 0.0165], [-0.0013, 0.0005, 0.0009], [-0.0031, 0.0245, -0.0041], [-0.0186, -0.0031, -0.0014], [0.0023, 0.0003, 0.0087], [-0.0090, -0.0111, 0.0212], [0.0043, 0.0034, 0.0019], [-0.0035, -0.0426, 0.0148], [-0.0069, -0.0034, -0.0111], [-0.0007, -0.0001, -0.0004], [-0.0103, -0.0034, 0.0008], [0.0153, -0.0163, -0.0033], [0.0002, 0.0000, 0.0083], [-0.0138, 0.0017, -0.0072], [-0.0103, 0.0006, 0.0096], [-0.0060, -0.0051, 0.0021], [0.0548, 0.1229, 0.0342], [0.0004, 0.0010, 0.0008], [0.0028, -0.0039, -0.0236], [-0.0046, -0.0003, 0.0041], [0.0402, 0.0341, 0.0270], [-0.0015, 0.0019, -0.0041], [0.0008, -0.0013, 0.0000], [0.0298, 0.0111, 0.0069], [-0.0325, -0.0067, 0.0440], [-0.0003, 0.0224, 0.0040], [0.0032, 0.0054, -0.0076], [-0.0079, 0.0060, 0.0036], [0.0020, 0.0014, -0.0025], [0.0111, 0.0067, -0.0036], [-0.0078, -0.0306, -0.0119], [0.0002, -0.0003, -0.0008], [-0.0001, 0.0076, 0.0014], [0.0039, 0.0143, 0.0053], [-0.0177, 0.0029, 0.0050], [-0.0204, -0.0085, -0.0057], [-0.0051, 0.0093, -0.0020], [-0.0012, -0.0019, 0.0010], [-0.0020, 0.0022, -0.0005], [-0.0044, 0.0085, -0.0005]]}



Record 3
{"formula": "C3H6IO3", "method": "the ωB97M-V functional and the def2-TZVPD basis", "homo_ev": -3.3, "gap_ev": 6.44, "total_charge": -1, "multiplicity": 1, "elements": ["H", "H", "C", "H", "H", "C", "O", "C", "O", "I", "H", "O", "H"], "positions_angstrom": [[-0.058412, -29.044318, 24.633013], [0.338905, -28.535150, 23.007559], [2.027282, -25.293665, 27.074464], [1.463658, -25.731723, 27.898338], [1.623971, -29.129561, 24.072261], [0.705590, -28.540355, 24.031291], [0.842638, -27.183378, 24.437578], [1.372870, -26.978856, 25.642559], [1.454487, -25.647419, 25.828980], [4.136254, -30.740826, 24.191714], [3.072245, -25.596771, 27.125689], [1.708317, -27.801584, 26.435995], [1.977283, -24.209163, 27.150573]], "forces_ev_per_angstrom": [[0.1549, 0.1162, 0.1262], [0.1080, 0.2904, -0.0454], [0.0962, 0.3036, 0.3355], [0.1227, -0.0909, -0.0038], [0.1771, 0.3058, 0.1764], [-0.4826, -0.9826, -0.0749], [0.2069, 0.4099, 0.0711], [-0.2184, 0.1607, -0.6393], [-0.0670, 0.0597, -0.1937], [-0.0123, -0.0058, -0.0670], [-0.0447, -0.1638, 0.0511], [0.0348, -0.4074, 0.4101], [-0.0755, 0.0041, -0.1463]]}



Relative energy (zero: lowest compared OMol25 entry of this formula, charge and spin) (eV)
1.272, 0.074, 0.130